Molecular formula: C4H3AgO
Method: DFT, the ωB97M-V functional and the def2-TZVPD basis

Output
ΔE to the lowest compared entry with this formula, charge and spin = 54.2 kcal per mole

ORCA input file:
```
! RIJCOSX wB97M-V def2-TZVPD def2/J DEFGRID3
* xyz 0 1
C -2.15 -1.21 -0.08
C -1.86 -0.16 0.56
H -2.18 -1.42 -1.15
H -1.65 0.15 1.59
C -1.06 1.92 -0.29
C 0.15 1.67 -0.58
O 1.08 0.87 -0.56
Ag 1.41 -1.52 0.19
H -1.62 2.77 0.08
*
```

Molecular formula: C22H8Cl5N6O8S6W
Method: DFT, the ωB97M-V functional and the def2-TZVPD basis

Output
ΔE to the lowest compared entry with this formula, charge and spin = 2.7 kcal per mole

ORCA input file:
```
! RIJCOSX wB97M-V def2-TZVPD def2/J DEFGRID3
* xyz 1 1
W -0.01 -0.31 -0.52
N -3.48 -1.29 -0.01
C -3.24 -0.36 -0.94
N -2.05 0.11 -1.31
C -2.18 0.98 -2.39
C -3.43 1.20 -2.81
S -4.55 0.29 -1.87
C -0.94 1.49 -2.92
C -0.73 2.26 -3.99
S 0.94 2.68 -4.13
C 1.28 1.77 -2.70
N 0.22 1.12 -2.22
N 2.49 1.80 -2.15
H -2.78 -1.43 0.70
H -4.43 -1.43 0.28
H -3.77 1.83 -3.62
H -1.46 2.64 -4.69
H 3.20 2.37 -2.57
H 2.60 1.60 -1.16
O 6.44 -2.83 0.71
C 5.35 -2.42 0.51
S 4.69 -2.15 -1.14
C 3.16 -1.56 -0.60
C 2.93 -1.48 0.75
S 1.41 -1.00 1.32
S 4.21 -1.97 1.82
S 1.93 -1.15 -1.70
Cl -0.85 -3.21 1.82
C -1.04 -3.43 0.12
C -0.78 -2.41 -0.81
C -1.02 -2.77 -2.13
Cl -0.66 -1.59 -3.36
C -1.49 -4.01 -2.56
Cl -1.75 -4.32 -4.23
C -1.74 -4.99 -1.61
Cl -2.32 -6.52 -2.09
C -1.50 -4.70 -0.27
Cl -1.81 -5.91 0.90
O -2.80 0.51 2.25
C -1.66 0.57 1.91
O -1.11 -0.40 1.13
C -0.67 1.56 2.39
C -0.73 2.05 3.68
C 0.29 2.86 4.13
C 1.39 3.15 3.35
C 1.45 2.62 2.07
C 0.39 1.88 1.53
O 0.31 1.53 0.27
N 2.68 2.83 1.30
O 3.30 3.85 1.47
O 3.04 1.91 0.57
N 0.23 3.41 5.49
O -0.76 3.17 6.14
O 1.18 4.07 5.87
H -1.57 1.81 4.32
H 2.21 3.75 3.73
*
```

Molecular formula: C2H4LuO2
Method: DFT, the ωB97M-V functional and the def2-TZVPD basis

Output
E = -39813.743 eV

ORCA input file:
```
! RIJCOSX wB97M-V def2-TZVPD def2/J DEFGRID3
* xyz 3 1
O -0.67 1.20 -0.13
H -0.79 2.16 -0.17
O -0.36 -1.32 -0.03
Lu 1.51 0.08 0.05
H -0.34 -2.29 -0.04
C -1.70 -0.84 0.08
C -1.85 0.58 -0.02
H -2.38 -0.77 -0.93
H -2.26 -1.25 0.93
*
```

Molecular formula: C3H3IO
Method: DFT, the ωB97M-V functional and the def2-TZVPD basis

Output
ΔE to the lowest compared entry with this formula, charge and spin = 192.9 kcal per mole

ORCA input file:
```
! RIJCOSX wB97M-V def2-TZVPD def2/J DEFGRID3
* xyz 0 1
C 0.30 -0.70 -0.37
C -0.25 -1.78 -0.40
C 1.24 0.37 0.06
O -2.93 -0.76 0.56
I -2.68 0.92 -0.09
H 2.15 -0.02 0.25
H 1.31 1.01 -0.84
H 0.88 0.96 0.84
*
```

Molecular formula: C8H12N6O4
Method: DFT, the ωB97M-V functional and the def2-TZVPD basis

Output
SMILES = O=[N+]([O-])c1cnc2no[n+]([O-])c2c1.CNN(C)C
E = -25611.389 eV

ORCA input file:
```
! RIJCOSX wB97M-V def2-TZVPD def2/J DEFGRID3
* xyz 0 1
O 1.20 -1.31 -2.59
N 1.41 -0.08 -2.69
O 2.50 0.38 -3.09
C 0.35 0.81 -2.32
C 0.50 2.20 -2.62
N -0.39 3.14 -2.28
C -1.50 2.71 -1.69
N -2.48 3.49 -1.16
O -3.37 2.58 -0.55
N -2.93 1.24 -0.73
O -3.55 0.30 -0.26
C -1.75 1.31 -1.45
C -0.80 0.35 -1.67
H 1.40 2.53 -3.15
H -0.98 -0.69 -1.43
C 2.46 -1.68 2.51
N 1.62 -0.89 1.61
N 0.27 -1.24 1.89
C -0.55 -0.05 1.94
C -0.13 -2.37 1.09
H 3.50 -1.63 2.21
H 2.36 -1.27 3.53
H 2.07 -2.70 2.46
H 1.73 0.10 1.83
H -1.54 -0.31 2.30
H -0.07 0.64 2.65
H -0.63 0.46 0.96
H -1.13 -2.69 1.41
H -0.15 -2.16 0.01
H 0.58 -3.19 1.28
*
```

Molecular formula: C9H12CoIN3O5
Method: DFT, the ωB97M-V functional and the def2-TZVPD basis

Output
E = -69964.305 eV
⟨S²⟩ = 0.796

ORCA input file:
```
! RIJCOSX wB97M-V def2-TZVPD def2/J DEFGRID3
* xyz 0 2
Co 0.14 -0.08 -0.24
O -2.00 -0.29 0.30
C -1.98 0.17 1.66
C -1.16 1.44 1.76
N 0.20 1.23 1.20
C 0.64 2.42 0.44
C -0.27 2.53 -0.81
O -0.65 3.61 -1.19
O -0.55 1.37 -1.33
C 1.17 0.75 2.20
C 2.09 -0.35 1.65
O 3.12 -0.62 2.23
O 1.64 -0.94 0.58
H -2.35 0.41 -0.26
H -2.99 0.34 2.03
H -1.53 -0.64 2.23
H -1.65 2.22 1.18
H -1.09 1.79 2.79
H 0.57 3.33 1.04
H 1.67 2.27 0.13
H 1.77 1.58 2.60
H 0.63 0.30 3.03
I -1.05 -3.94 -4.81
C -0.18 -2.92 -3.26
C 0.98 -3.24 -2.58
N 1.18 -2.28 -1.67
N 0.21 -1.36 -1.71
C -0.62 -1.73 -2.67
H 1.66 -4.07 -2.70
H 1.85 -2.21 -0.91
H -1.48 -1.12 -2.91
*
```

Molecular formula: C4H8O2
Method: DFT, the ωB97M-V functional and the def2-TZVPD basis

Output
ΔE to the lowest compared entry with this formula, charge and spin = 36.7 kcal per mole
SMILES = C=CCC=O.O

ORCA input file:
```
! RIJCOSX wB97M-V def2-TZVPD def2/J DEFGRID3
* xyz 0 1
C 1.53 0.71 -0.59
C 0.61 1.22 0.22
C -0.85 0.83 0.14
C -1.15 -0.17 1.24
O -1.33 -1.35 1.05
H 1.26 -0.02 -1.35
H 2.58 1.00 -0.51
H 0.89 1.93 1.00
H -1.07 0.37 -0.83
H -1.49 1.71 0.29
H -1.16 0.24 2.27
O 0.02 -2.07 -1.36
H 0.79 -2.46 -0.93
H -0.61 -1.95 -0.64
*
```

Molecular formula: C2H41NO17
Method: DFT, the ωB97M-V functional and the def2-TZVPD basis

Output
E = -39038.596 eV

ORCA input file:
```
! RIJCOSX wB97M-V def2-TZVPD def2/J DEFGRID3
* xyz 0 1
C 1.76 -0.26 -1.11
C 1.96 1.16 -1.61
N 3.38 1.58 -1.77
H 2.57 -0.81 -0.61
H 0.96 -0.26 -0.39
H 1.55 -0.89 -2.00
H 1.49 1.41 -2.62
H 1.42 1.91 -0.92
H 3.79 2.07 -1.00
H 3.91 0.74 -1.82
H -2.56 0.16 2.15
H -3.43 0.74 0.95
O -3.36 0.04 1.60
H 2.39 -2.99 1.12
H 1.10 -2.14 1.08
O 1.73 -2.64 0.50
H 2.46 2.16 3.07
H 1.56 2.35 4.43
O 1.59 2.16 3.49
H -4.63 2.38 -0.48
H -3.78 1.83 -1.63
O -3.75 2.03 -0.67
H -0.24 -0.64 1.83
H -0.28 -1.47 3.09
O -0.01 -1.54 2.17
H 4.01 -1.14 2.20
H 2.78 -1.05 3.20
O 3.39 -1.63 2.74
H -1.26 1.59 -1.04
H -1.75 2.25 0.10
O -0.87 2.05 -0.26
H -0.42 1.23 1.32
H -0.31 1.33 2.84
O -0.81 0.89 2.15
H 0.09 3.45 0.65
H 1.04 3.34 1.76
O 0.75 4.01 1.10
H -2.09 0.33 -2.95
H -1.84 1.91 -3.36
O -2.08 1.33 -2.61
H -1.73 -1.71 -2.29
H -2.72 -1.49 -3.35
O -1.82 -1.13 -3.07
H 3.79 2.63 1.27
H 4.47 1.98 2.47
O 3.79 1.79 1.80
H -4.80 -2.09 -2.12
H -3.90 -3.26 -2.52
O -4.07 -2.31 -2.70
H -1.99 -3.41 0.83
H -3.12 -2.45 0.55
O -2.78 -3.32 0.27
H 3.22 4.28 -0.59
H 2.46 4.11 0.70
O 3.32 3.86 0.28
H 0.82 -3.59 -0.53
H 0.99 -4.37 -1.89
O 0.42 -4.25 -1.13
H -2.10 -4.63 -1.75
H -3.39 -4.83 -1.01
O -3.05 -4.76 -1.90
*
```

Molecular formula: C3H6N2S
Method: DFT, the ωB97M-V functional and the def2-TZVPD basis

Output
ΔE to the lowest compared entry with this formula, charge and spin = 47.8 kcal per mole
SMILES = NN1CCC1=S

ORCA input file:
```
! RIJCOSX wB97M-V def2-TZVPD def2/J DEFGRID3
* xyz 0 1
N -1.86 0.48 -0.66
N -0.67 0.54 0.08
C -0.30 1.39 1.23
C 0.96 0.54 1.28
C 0.41 -0.25 0.07
S 0.86 -1.36 -0.98
H -1.64 0.33 -1.65
H -2.36 -0.37 -0.28
H -1.00 1.20 1.98
H -0.24 2.42 0.90
H 0.96 -0.07 2.20
H 1.89 1.06 1.18
*
```

Molecular formula: C14H46O9
Method: DFT, the ωB97M-V functional and the def2-TZVPD basis

Output
ΔE to the lowest compared entry with this formula, charge and spin = 9.0 kcal per mole
⟨S²⟩ = 0.755

ORCA input file:
```
! RIJCOSX wB97M-V def2-TZVPD def2/J DEFGRID3
* xyz 1 2
C 0.50 0.70 0.05
O 1.91 0.98 0.07
H 0.57 -0.36 0.30
H 0.09 1.19 0.94
H -0.03 1.03 -0.84
H 2.20 0.99 -0.84
C 3.62 -1.88 1.75
O 4.44 -1.09 2.53
H 2.82 -2.20 2.41
H 3.13 -1.32 0.95
H 4.11 -2.80 1.43
H 3.90 -0.37 2.86
C -2.05 3.57 3.37
O -1.97 4.84 2.78
H -3.07 3.25 3.57
H -1.65 2.79 2.72
H -1.46 3.56 4.29
H -1.06 5.11 2.89
C -2.49 2.82 -2.27
O -3.64 2.27 -1.75
H -1.66 3.17 -1.65
H -2.08 2.11 -2.99
H -2.69 3.63 -2.97
H -4.18 3.01 -1.46
C 3.13 2.28 4.63
C 1.96 2.02 3.65
O 2.20 1.00 2.71
H 3.46 1.42 5.22
H 2.86 3.02 5.38
H 3.99 2.75 4.15
H 1.64 2.90 3.10
H 1.07 1.71 4.20
H 2.15 1.33 1.81
C -4.67 0.05 1.33
C -3.22 -0.21 0.90
O -3.12 -0.24 -0.55
H -4.68 0.26 2.40
H -5.29 -0.80 1.03
H -5.18 0.88 0.84
H -2.87 -1.17 1.26
H -2.55 0.52 1.36
H -3.19 0.69 -0.74
C -0.57 -5.14 0.01
C 0.38 -3.99 0.31
O 0.91 -3.24 -0.74
H -1.25 -4.84 -0.80
H -1.18 -5.40 0.88
H -0.09 -6.06 -0.32
H 1.25 -4.35 0.85
H -0.06 -3.24 0.97
H 0.17 -2.76 -1.12
C -1.93 -1.00 -4.13
C -1.33 -2.00 -3.14
O -1.04 -1.47 -1.82
H -1.52 0.01 -4.04
H -2.96 -0.84 -3.83
H -1.71 -1.32 -5.15
H -0.46 -2.56 -3.48
H -2.02 -2.83 -3.02
H -1.86 -1.13 -1.46
C 3.41 -1.10 -3.23
C 2.95 0.25 -3.73
O 2.87 1.25 -2.75
H 3.63 -1.81 -4.02
H 2.70 -1.52 -2.52
H 4.31 -0.95 -2.62
H 2.04 0.02 -4.29
H 3.73 0.58 -4.41
H 2.68 2.07 -3.21
*
```

Molecular formula: AsBF6H4Sn
Method: DFT, the ωB97M-V functional and the def2-TZVPD basis

Output
ΔE to the lowest compared entry with this formula, charge and spin = 25.8 kcal per mole

ORCA input file:
```
! RIJCOSX wB97M-V def2-TZVPD def2/J DEFGRID3
* xyz 0 1
Sn -27.78 -26.76 26.26
B -26.08 -28.86 27.63
H -25.35 -29.46 28.24
H -25.87 -27.74 27.75
H -25.96 -29.07 26.51
H -27.14 -29.13 27.94
As -26.39 -23.77 29.55
F -25.04 -23.80 28.42
F -25.73 -22.40 30.45
F -27.74 -23.91 30.67
F -27.10 -25.06 28.51
F -25.55 -25.00 30.46
F -27.28 -22.63 28.54
*
```

Molecular formula: C5H6O
Method: DFT, the ωB97M-V functional and the def2-TZVPD basis

Output
ΔE to the lowest compared entry with this formula, charge and spin = 57.3 kcal per mole

ORCA input file:
```
! RIJCOSX wB97M-V def2-TZVPD def2/J DEFGRID3
* xyz 0 1
C 1.55 0.15 -0.76
C 0.48 0.93 -0.72
C -0.83 0.43 -0.18
O -1.07 -0.97 -0.56
C -0.89 -1.27 0.78
C -0.75 -0.03 1.26
H 1.52 -0.87 -0.37
H 2.50 0.48 -1.17
H 0.52 1.96 -1.06
H -1.69 1.04 -0.48
H -0.84 -2.30 1.10
H -0.49 0.45 2.18
*
```

Molecular formula: H3N2P
Method: DFT, the ωB97M-V functional and the def2-TZVPD basis

Output
ΔE to the lowest compared entry with this formula, charge and spin = 19.9 kcal per mole
⟨S²⟩ = 2.021

ORCA input file:
```
! RIJCOSX wB97M-V def2-TZVPD def2/J DEFGRID3
* xyz 0 3
N -0.33 1.01 -0.76
N -0.12 -0.93 0.69
P 0.77 -0.01 -0.38
H 0.40 2.17 -1.79
H -1.02 -0.60 0.97
H 0.29 -1.65 1.26
*
```

Molecular formula: C2H7NO3
Method: DFT, the ωB97M-V functional and the def2-TZVPD basis

Output
ΔE to the lowest compared entry with this formula, charge and spin = 33.5 kcal per mole
SMILES = O=CO.NCO

ORCA input file:
```
! RIJCOSX wB97M-V def2-TZVPD def2/J DEFGRID3
* xyz 0 1
O -0.26 2.90 -2.53
C -0.11 2.28 -1.52
O -1.06 1.34 -1.24
H 0.65 2.45 -0.77
H -0.94 0.96 -0.34
N 1.08 -1.67 0.21
C -0.11 -1.50 0.99
O -0.27 -0.10 1.29
H 1.22 -0.96 -0.49
H 1.86 -2.01 0.74
H -0.95 -1.84 0.40
H 0.07 -2.03 1.95
H -1.19 0.18 1.31
*
```

Molecular formula: C4H9NO2
Method: DFT, the ωB97M-V functional and the def2-TZVPD basis

Output
ΔE to the lowest compared entry with this formula, charge and spin = 11.4 kcal per mole
SMILES = CCNC(=O)OC

ORCA input file:
```
! RIJCOSX wB97M-V def2-TZVPD def2/J DEFGRID3
* xyz 0 1
C 0.61 -1.83 1.30
C 1.45 -0.58 0.97
N 1.06 0.07 -0.28
C -0.14 0.71 -0.31
O -0.82 0.95 0.66
O -0.47 1.06 -1.58
C -1.75 1.66 -1.69
H 1.04 -2.74 0.87
H 0.54 -1.96 2.38
H -0.40 -1.71 0.92
H 1.34 0.16 1.76
H 2.51 -0.83 0.89
H 1.45 -0.25 -1.15
H -1.93 1.80 -2.75
H -2.52 1.00 -1.26
H -1.79 2.62 -1.16
*
```

Molecular formula: C35H42CrN8O2S
Method: DFT, the ωB97M-V functional and the def2-TZVPD basis

Output
ΔE to the lowest compared entry with this formula, charge and spin = 0.0 kcal per mole
⟨S²⟩ = 0.915

ORCA input file:
```
! RIJCOSX wB97M-V def2-TZVPD def2/J DEFGRID3
* xyz 1 2
Cr 0.21 1.57 0.14
C 4.31 2.65 1.32
C 2.99 2.43 0.69
N 2.02 1.81 1.27
O 2.35 1.30 2.52
C 2.67 2.85 -0.68
C 3.55 3.59 -1.64
N 1.48 2.45 -0.95
O 0.75 2.49 -1.96
H 4.83 1.70 1.46
H 4.19 3.09 2.31
H 4.94 3.30 0.71
H 1.50 1.11 2.95
H 4.11 4.38 -1.13
H 2.93 4.04 -2.41
H 4.27 2.92 -2.12
C 1.19 -4.42 -3.53
C 1.65 -4.26 -2.08
C 3.14 -4.63 -1.99
C 0.84 -5.22 -1.19
C 1.41 -2.85 -1.57
C 2.19 -2.27 -0.58
C 1.88 -1.01 -0.09
N 0.85 -0.30 -0.55
C 0.08 -0.84 -1.51
C 0.33 -2.10 -2.03
C -1.10 -0.03 -1.88
C -1.81 -0.23 -3.05
C -2.94 0.54 -3.33
C -3.29 1.50 -2.37
C -2.52 1.65 -1.24
N -1.45 0.90 -0.99
C -3.73 0.41 -4.62
C -3.40 1.63 -5.49
C -3.36 -0.87 -5.38
C -5.23 0.38 -4.32
H 1.50 -5.39 -3.91
H 1.64 -3.66 -4.18
H 0.11 -4.36 -3.63
H 3.29 -5.62 -2.43
H 3.49 -4.68 -0.97
H 3.76 -3.93 -2.54
H 0.97 -6.24 -1.53
H -0.22 -4.98 -1.22
H 1.17 -5.16 -0.15
H 3.04 -2.79 -0.15
H 2.46 -0.56 0.70
H -0.34 -2.50 -2.78
H -1.48 -0.98 -3.75
H -4.14 2.14 -2.51
H -2.75 2.41 -0.50
H -2.32 1.70 -5.67
H -3.73 2.55 -5.02
H -3.90 1.54 -6.46
H -2.33 -0.86 -5.73
H -3.99 -0.95 -6.27
H -3.52 -1.76 -4.77
H -5.58 1.31 -3.89
H -5.49 -0.43 -3.64
H -5.78 0.23 -5.25
S -0.62 3.64 0.82
C -0.93 3.13 2.45
N -1.34 4.00 3.36
N -1.26 3.72 4.64
C -0.33 2.89 5.34
C 0.99 2.78 4.91
C 1.88 2.04 5.66
C 1.47 1.41 6.83
C 0.16 1.54 7.26
C -0.75 2.29 6.51
N -0.89 1.83 2.84
N -0.60 0.98 1.94
C -0.67 -0.37 2.41
C -1.14 -1.36 1.56
C -1.18 -2.67 1.98
C -0.75 -3.01 3.26
C -0.30 -2.02 4.12
C -0.26 -0.69 3.70
H -1.77 4.37 5.21
H 1.32 3.29 4.01
H 2.91 1.96 5.34
H 2.17 0.83 7.41
H -0.17 1.07 8.17
H -1.78 2.38 6.83
H -1.50 -1.08 0.58
H -1.56 -3.44 1.32
H -0.78 -4.04 3.59
H 0.02 -2.27 5.12
H 0.07 0.08 4.38
*
```

Molecular formula: C4H14N3OPS
Method: DFT, the ωB97M-V functional and the def2-TZVPD basis

Output
SMILES = C/C=N/CC.NNP(O)S
E = -31015.506 eV

ORCA input file:
```
! RIJCOSX wB97M-V def2-TZVPD def2/J DEFGRID3
* xyz 0 1
C 1.33 -1.98 -0.64
C 2.00 -0.71 -0.20
N 1.34 0.28 0.05
C 1.95 1.55 0.37
C 3.51 1.56 0.54
H 1.47 -2.13 -1.71
H 1.82 -2.85 -0.11
H 0.22 -1.83 -0.48
H 3.09 -0.87 -0.18
H 1.49 1.81 1.47
H 1.55 2.29 -0.45
H 3.85 2.52 0.86
H 3.69 0.93 1.38
H 3.99 1.31 -0.41
N -4.07 1.10 -0.78
N -3.72 -0.19 -0.15
P -2.50 -0.20 0.97
O -1.32 -0.04 -0.10
S -2.54 -2.30 1.30
H -5.04 1.29 -0.53
H -4.06 1.16 -1.74
H -4.57 -0.60 0.29
H -0.44 0.41 0.21
H -3.01 -2.51 0.05
*
```

Molecular formula: C7H8
Method: DFT, the ωB97M-V functional and the def2-TZVPD basis

Output
ΔE to the lowest compared entry with this formula, charge and spin = 95.4 kcal per mole
SMILES = C#CC1=CCCC1

ORCA input file:
```
! RIJCOSX wB97M-V def2-TZVPD def2/J DEFGRID3
* xyz 0 1
C -0.38 -0.81 -2.89
C -0.13 -0.47 -1.75
C 0.12 -0.15 -0.42
C 0.48 -1.02 0.53
C 0.55 -0.19 1.90
C -0.08 1.15 1.59
C -0.51 1.09 0.17
H -0.72 -0.81 -4.03
H 0.81 -2.15 0.46
H 1.80 -0.36 2.08
H 0.08 -0.73 2.80
H -1.04 1.37 2.18
H 0.65 2.01 1.96
H -1.62 1.06 0.04
H -0.23 2.07 -0.36
*
```

The calculation returns the following M values, one per record and in order: 174.93 1037.85 235.02 181.96 256.22 428.05 88.11 351.34 102.16 358.51 322.46 82.10 62.01 93.08 103.12 690.84 183.22 92.14 g mol⁻¹.